Record 1
50
Properties=species:S:1:pos:R:3:forces:R:3:mulliken_charge:R:1 method="wB97M-V/def2-TZVPD" smiles="Cc1ccc(C(=O)N[C@@H](CC(C)C)c2nccs2)nc1OCC1CC1" lumo_ev=0.49
C 1.669 4.982 -2.645 2.624 -2.008 -0.990 -1.60
C 1.638 3.609 -2.024 -2.534 3.123 0.588 1.27
C 2.745 2.872 -1.949 2.073 -0.785 0.503 -0.47
C 2.696 1.780 -1.118 -1.324 -0.056 0.819 -0.24
C 1.509 1.444 -0.436 1.572 -1.270 -0.440 -0.01
C 1.550 0.382 0.662 2.418 -1.850 1.900 0.32
O 2.591 0.059 1.253 0.762 1.468 -1.338 -0.69
N 0.524 -0.345 1.126 -3.445 0.096 -2.418 -0.14
C 0.542 -1.473 2.042 1.122 0.852 0.489 -0.37
C -0.877 -2.037 2.253 0.627 1.566 -0.489 -1.39
C -1.128 -3.072 3.318 -0.489 -1.200 0.628 1.08
C -1.086 -2.590 4.751 -1.112 2.536 -0.262 -1.45
C -2.552 -3.549 3.105 -1.193 -1.075 -0.738 -1.73
C 1.435 -2.637 1.634 0.623 0.476 0.709 0.66
N 2.229 -3.255 2.485 -2.374 -0.098 -0.750 -0.55
C 2.423 -4.540 2.016 1.532 -0.275 1.474 -0.52
C 2.066 -4.768 0.765 -0.735 -1.444 -3.157 -0.15
S 1.172 -3.458 0.084 0.509 0.450 1.398 -0.13
N 0.358 1.996 -0.762 -1.002 2.230 0.229 -0.28
C 0.407 3.170 -1.429 2.524 -2.454 -0.433 0.08
O -0.680 3.863 -1.719 -2.660 -0.355 0.217 -0.46
C -1.848 2.987 -2.017 1.467 -0.735 -2.949 -0.74
C -1.419 2.195 -3.326 -0.083 0.667 0.860 0.27
C -1.841 2.787 -4.626 -0.068 -1.655 0.321 -0.80
C -2.433 1.431 -4.105 -0.588 0.614 0.137 -0.56
H 1.069 5.735 -2.284 -1.581 1.332 1.125 0.42
H 1.406 4.750 -3.649 -0.346 0.546 -1.286 0.32
H 2.725 5.326 -2.655 -0.639 -0.065 -0.037 0.36
H 3.813 3.099 -2.287 -2.009 0.290 -0.088 0.25
H 3.671 1.448 -1.035 1.299 -1.956 1.246 0.47
H -0.369 -0.217 0.707 -0.664 0.367 -0.548 0.23
H 0.873 -0.919 2.900 0.795 -1.017 1.230 0.36
H -1.051 -2.447 1.274 -0.888 -0.420 -0.424 0.50
H -1.566 -1.172 2.408 0.328 -0.532 -0.051 0.46
H -0.459 -3.947 3.307 0.027 0.375 -0.755 0.19
H -0.902 -3.352 5.462 0.441 -0.735 0.588 0.37
H -0.413 -1.730 4.866 0.196 -0.438 0.269 0.33
H -2.106 -2.182 4.981 0.819 -0.189 0.060 0.31
H -2.763 -3.942 2.123 0.441 -0.037 -0.887 0.42
H -3.302 -2.757 3.189 0.241 0.179 0.424 0.39
H -2.895 -4.410 3.691 0.399 0.415 0.649 0.40
H 2.832 -5.319 2.677 0.194 0.681 -0.380 0.37
H 2.224 -5.625 0.065 -0.081 0.645 1.244 0.36
H -2.769 3.555 -2.263 0.969 0.184 0.406 0.45
H -2.072 2.222 -1.313 0.182 0.002 1.298 0.25
H -0.428 1.730 -3.401 -0.342 0.277 0.764 0.36
H -2.454 3.639 -4.465 -0.623 0.527 -0.441 0.26
H -1.139 2.826 -5.448 -0.158 -0.103 -0.035 0.27
H -3.483 1.421 -3.762 0.657 0.297 -0.209 0.23
H -2.133 0.433 -4.428 0.097 0.559 -0.470 0.25

=====

Record 2
75
Properties=species:S:1:pos:R:3:forces:R:3:mulliken_charge:R:1 method="wB97M-V/def2-TZVPD" charge=+3 multiplicity=3 lumo_ev="-8.44 / -12.84"
Au 0.260 0.181 1.353 0.925 -0.295 0.140 1.09
P 1.476 1.335 3.080 0.320 -0.042 -0.275 0.81
P -1.793 -0.215 2.295 0.182 0.336 -0.086 0.85
P 1.616 1.448 -1.284 -0.290 0.052 -0.611 1.08
H -5.615 1.208 -3.418 0.289 -0.043 -0.020 0.31
C -4.863 0.911 -4.149 -0.026 -0.042 -0.322 -0.49
C -4.537 -0.375 -4.367 0.059 0.007 -0.214 -0.46
H -4.951 -1.183 -3.769 0.047 0.090 -0.098 0.31
C 1.296 3.129 3.170 -0.027 0.178 0.254 -1.35
C 0.969 0.755 4.731 0.012 -0.060 0.058 -1.40
C 3.272 1.030 3.095 0.338 -0.049 0.189 -1.26
C -3.093 -0.750 1.182 -0.692 -0.116 0.007 -0.87
C -1.491 -1.592 3.433 -0.176 -0.202 0.283 -1.13
C -2.415 1.206 3.217 -0.695 -0.013 0.160 -1.21
C 1.800 1.128 -3.032 0.076 0.184 -0.469 -0.98
C 3.199 1.099 -0.539 0.211 -0.265 0.569 -0.79
C 1.177 3.168 -0.949 -0.217 0.116 0.272 -0.79
H -4.462 1.683 -4.812 -0.209 -0.142 0.297 0.28
H -3.948 -0.639 -5.250 -0.130 -0.018 0.381 0.31
H 1.839 3.500 4.047 -0.077 0.088 -0.164 0.48
H 0.236 3.388 3.271 0.207 0.046 -0.077 0.33
H 1.706 3.593 2.268 -0.087 0.008 0.202 0.31
H 1.516 1.342 5.482 -0.160 -0.165 -0.130 0.49
H 1.242 -0.304 4.850 -0.144 0.324 -0.033 0.33
H -0.108 0.883 4.890 0.315 -0.069 0.067 0.38
H 3.795 1.993 3.019 0.031 -0.308 0.061 0.45
H 3.574 0.372 2.270 -0.082 0.195 0.342 0.15
H 3.546 0.549 4.050 0.039 0.267 -0.416 0.49
H -3.735 -1.467 1.713 -0.084 0.185 -0.446 0.49
H -2.664 -1.196 0.273 -0.203 -0.014 0.470 -0.12
H -3.674 0.141 0.908 -0.038 -0.302 -0.006 0.35
H -2.439 -2.097 3.651 0.167 0.043 0.119 0.53
H -1.040 -1.254 4.377 -0.166 -0.043 -0.311 0.29
H -0.815 -2.311 2.958 -0.221 0.082 0.076 0.15
H -3.231 0.891 3.881 0.147 0.312 -0.043 0.44
H -2.809 1.918 2.472 0.128 -0.157 0.369 0.37
H -1.620 1.701 3.795 -0.375 -0.259 -0.252 0.21
H 2.714 1.568 -3.450 -0.196 -0.115 0.105 0.57
H 0.926 1.545 -3.544 0.380 -0.146 0.087 -0.02
H 1.806 0.034 -3.155 0.113 0.342 -0.049 0.31
H 3.960 1.280 -1.301 -0.037 -0.013 -0.026 0.55
H 3.248 0.051 -0.221 0.121 0.297 -0.065 0.11
H 3.391 1.773 0.308 -0.180 -0.313 -0.199 0.34
H 1.703 3.820 -1.660 -0.077 -0.181 0.141 0.45
H 1.489 3.448 0.077 -0.253 -0.240 -0.595 0.08
H 0.092 3.319 -1.056 0.376 -0.006 0.034 0.30
C -1.823 -0.427 -2.750 0.000 0.592 -1.109 0.44
C -2.295 0.908 -2.432 -0.737 0.472 0.274 0.14
C -1.954 1.977 -3.246 -0.407 -0.185 0.179 -0.69
C -1.248 1.767 -4.430 0.491 0.919 0.075 -0.48
C -0.926 0.477 -4.862 0.052 -0.739 0.474 -0.54
C -1.270 -0.604 -4.083 0.308 -0.739 -0.216 -0.56
O -1.874 -1.365 -1.907 -0.350 0.456 -0.460 -0.43
H 0.479 0.566 -1.135 0.691 0.557 0.838 -0.41
H -2.995 0.987 -1.596 0.569 0.150 -0.070 0.64
H -2.317 2.985 -3.001 0.193 -0.531 -0.009 0.51
H -0.878 2.629 -4.994 -0.385 -0.285 0.034 0.48
H -0.305 0.324 -5.752 -0.602 -0.020 0.144 0.49
H -1.095 -1.630 -4.407 0.190 0.240 0.135 0.56
C 2.330 -2.982 2.793 0.282 -0.367 0.288 -0.69
O 2.482 -2.126 1.630 -0.874 -0.223 -0.205 -0.24
P 1.288 -1.829 0.589 0.767 -0.043 -0.607 -0.42
O 2.044 -1.957 -0.840 -0.187 -0.325 0.418 0.10
C 2.835 -3.158 -1.147 0.450 -0.090 -0.089 -0.97
O 0.307 -3.093 0.670 0.289 -0.048 -0.065 -0.16
C -0.252 -3.748 -0.503 -0.066 -0.108 0.145 -0.26
H 1.361 -2.859 3.296 0.207 0.039 -0.327 0.27
H 3.123 -2.708 3.497 -0.158 -0.046 -0.295 0.27
H 2.465 -4.024 2.481 -0.117 0.261 0.184 0.30
H 3.890 -2.878 -1.206 -0.218 0.100 0.093 0.27
H 2.532 -3.524 -2.136 -0.096 0.079 0.397 0.31
H 2.745 -3.944 -0.377 -0.195 0.441 -0.359 0.37
H -0.798 -3.027 -1.140 0.443 -0.477 0.419 -0.08
H 0.548 -4.247 -1.063 -0.358 0.164 0.103 0.32
H -0.947 -4.499 -0.112 0.176 0.228 -0.165 0.33

=====

Number 1: maximum force 0.082 Eh/bohr. Number 2: maximum force 0.024 Eh/bohr.